A single C3H4BN molecule, computed with wB97M-V/def2-TZVPD.

Results
orbital gap: 9.003 eV
2S+1: 1
ΔE to the lowest compared entry with this formula, charge and spin: 64.9 kJ/mol
total energy: -196.23540 a.u.
SMILES: C/B=C/C#N
M: 64.88 g mol⁻¹
E_LUMO: -0.08 eV

Each line ends with the natural charge from an NBO analysis.
Element x y z (Å)
B  0.148  0.087  -0.082  0.999
C  -2.271  -0.429  -0.103  0.277
C  1.626  0.215  0.624  -1.018
C  -1.091  -0.067  -0.783  -0.997
N  -3.283  -0.784  0.358  -0.349
H  2.078  -0.217  1.431  0.274
H  -1.185  0.128  -1.904  0.302
H  1.786  1.265  0.661  0.251
H  2.192  -0.198  -0.202  0.261

A molecular structure, C3H4BaO3, computed with wB97M-V/def2-TZVPD.

Results
orbital gap: 6.916 eV
2S+1: 1
ΔE to the lowest compared entry with this formula, charge and spin: 400.0 kJ/mol
total energy: -367.76609 a.u.
M: 225.39 g mol⁻¹
E_LUMO: -1.37 eV

Each line ends with the Mulliken charge.
Element x y z (Å)
C  0.518  -1.584  0.227  -1.582
O  -1.775  -0.753  -0.179  -0.346
C  -2.047  0.715  -0.052  0.590
C  -0.804  -1.322  0.503  0.366
O  -1.066  1.330  0.375  -0.655
O  -3.241  0.940  -0.105  -0.580
H  1.075  -1.958  1.096  0.529
H  0.301  -2.030  -0.833  0.437
H  -0.952  -1.224  1.587  0.291
H  3.962  1.503  -0.482  -0.384
Ba  2.356  0.223  -0.452  1.333

A molecular structure, C3H4Br2NO4S2, computed with wB97M-V/def2-TZVPD.

Results
orbital gap: 8.080 eV
2S+1: 1
total energy: -6416.84088 a.u.
total charge: -1
M: 342.01 g mol⁻¹
E_LUMO: 2.56 eV

Each line ends with the natural charge from an NBO analysis.
Element x y z (Å)
C  -2.261  1.196  0.335  -0.671
C  -1.769  0.089  1.215  -0.038
Br  -3.041  -0.473  2.565  0.009
C  -0.598  -0.493  1.144  -0.386
Br  -0.122  -1.896  2.357  0.083
S  0.556  0.109  -0.127  2.302
O  -0.066  -0.090  -1.400  -0.966
O  0.766  1.484  0.209  -0.965
N  1.864  -0.826  0.012  -1.236
S  2.883  -0.607  -1.226  2.163
O  3.010  0.765  -1.625  -0.984
O  2.625  -1.482  -2.334  -0.982
H  -2.958  0.808  -0.416  0.229
H  -2.849  1.874  0.966  0.216
H  -1.468  1.768  -0.142  0.277
H  4.103  -0.977  -0.740  -0.051

Number 3 is which compound? C3H4Br2NO4S2

What did the third record say?
A molecular structure, C3H4Br2NO4S2, computed with wB97M-V/def2-TZVPD.

Results
orbital gap: 8.080 eV
2S+1: 1
total energy: -6416.84088 a.u.
total charge: -1
M: 342.01 g mol⁻¹
E_LUMO: 2.56 eV

Each line ends with the natural charge from an NBO analysis.
Element x y z (Å)
C  -2.261  1.196  0.335  -0.671
C  -1.769  0.089  1.215  -0.038
Br  -3.041  -0.473  2.565  0.009
C  -0.598  -0.493  1.144  -0.386
Br  -0.122  -1.896  2.357  0.083
S  0.556  0.109  -0.127  2.302
O  -0.066  -0.090  -1.400  -0.966
O  0.766  1.484  0.209  -0.965
N  1.864  -0.826  0.012  -1.236
S  2.883  -0.607  -1.226  2.163
O  3.010  0.765  -1.625  -0.984
O  2.625  -1.482  -2.334  -0.982
H  -2.958  0.808  -0.416  0.229
H  -2.849  1.874  0.966  0.216
H  -1.468  1.768  -0.142  0.277
H  4.103  -0.977  -0.740  -0.051

Among the records above, which one has the lowest M? C3H4BN

M of number 2 (C3H4BaO3)? 225.39 g mol⁻¹